Entry 1:
{
  "formula": "C14H28FNO4",
  "method": "wB97M-V/def2-TZVPD",
  "total_charge": 0,
  "smiles": "O=C1OC[C@@H](F)O1.CCCCCCCCCOCCN",
  "e_lumo_ev": 0.7,
  "elements": ["O", "C", "O", "C", "C", "F", "O", "H", "H", "H", "C", "C", "C", "C", "C", "C", "C", "C", "C", "O", "C", "C", "N", "H", "H", "H", "H", "H", "H", "H", "H", "H", "H", "H", "H", "H", "H", "H", "H", "H", "H", "H", "H", "H", "H", "H", "H", "H"],
  "coordinates": [[-0.722, 0.369, -4.463], [-1.321, 0.909, -3.599], [-0.793, 1.269, -2.400], [-1.778, 2.021, -1.684], [-3.065, 1.565, -2.334], [-3.986, 2.560, -2.393], [-2.640, 1.242, -3.649], [-1.610, 3.087, -1.845], [-1.724, 1.793, -0.622], [-3.517, 0.686, -1.872], [2.656, -3.815, 1.967], [1.626, -3.087, 1.088], [2.284, -2.099, 0.118], [1.356, -0.953, -0.293], [2.089, 0.238, -0.912], [2.635, 1.276, 0.067], [1.627, 2.163, 0.791], [0.873, 1.514, 1.967], [-0.640, 1.617, 1.848], [-1.146, 0.460, 1.214], [-2.545, 0.455, 1.073], [-2.939, -0.794, 0.325], [-2.498, -0.674, -1.075], [3.563, -3.995, 1.391], [2.276, -4.765, 2.334], [2.927, -3.185, 2.812], [1.028, -3.818, 0.543], [0.938, -2.548, 1.743], [3.185, -1.708, 0.596], [2.572, -2.644, -0.781], [0.655, -1.342, -1.037], [0.748, -0.670, 0.562], [1.459, 0.692, -1.670], [2.954, -0.155, -1.454], [3.295, 0.782, 0.786], [3.284, 1.941, -0.509], [2.173, 3.024, 1.175], [0.908, 2.557, 0.069], [1.145, 2.006, 2.901], [1.153, 0.469, 2.083], [-0.888, 2.496, 1.238], [-1.124, 1.766, 2.819], [-3.051, 0.521, 2.042], [-2.869, 1.318, 0.474], [-2.491, -1.671, 0.800], [-4.022, -0.901, 0.359], [-1.524, -0.387, -1.068], [-2.515, -1.580, -1.525]],
  "lowdin_charge": [0.183, -0.553, 0.030, -0.065, -0.331, 0.062, 0.142, 0.152, 0.077, 0.127, -0.114, -0.263, -0.218, -0.212, -0.192, -0.205, -0.183, -0.153, -0.217, -0.163, -0.234, -0.199, 0.003, 0.068, 0.063, 0.068, 0.103, 0.097, 0.107, 0.115, 0.110, 0.068, 0.091, 0.112, 0.111, 0.107, 0.106, 0.103, 0.111, 0.105, 0.117, 0.125, 0.133, 0.110, 0.117, 0.118, 0.061, 0.101]
}

Entry 2:
{
  "formula": "C14H28N",
  "method": "wB97M-V/def2-TZVPD",
  "total_charge": 1,
  "smiles": "CC#CC[N+](C)(C)CCCCCCCC",
  "e_lumo_ev": -2.5,
  "elements": ["C", "C", "C", "C", "N", "C", "C", "C", "C", "C", "C", "C", "C", "C", "C", "H", "H", "H", "H", "H", "H", "H", "H", "H", "H", "H", "H", "H", "H", "H", "H", "H", "H", "H", "H", "H", "H", "H", "H", "H", "H", "H", "H"],
  "coordinates": [[-1.680, 0.348, 5.990], [-1.149, 0.180, 4.583], [-0.626, -0.066, 3.461], [-0.242, -0.276, 2.239], [0.901, -1.172, 2.367], [0.978, -2.251, 3.013], [2.248, -0.247, 3.072], [1.435, -1.474, 0.937], [1.438, -0.142, -0.099], [0.397, -0.167, -1.018], [0.641, 1.209, -1.935], [-0.577, 1.158, -2.829], [-0.719, 0.139, -3.958], [-1.971, 0.334, -4.875], [-1.380, 1.786, -5.894], [-0.968, 0.547, 6.650], [-2.337, 1.005, 6.110], [-2.224, -0.473, 6.521], [-0.169, 0.849, 1.795], [-1.051, -0.933, 1.801], [0.658, -2.089, 4.065], [0.094, -2.912, 2.466], [2.006, -3.021, 3.016], [1.648, 0.130, 4.007], [2.347, 0.594, 2.421], [3.082, -0.718, 3.058], [2.520, -1.891, 0.962], [0.892, -2.252, 0.540], [2.415, -0.371, -0.670], [1.872, 0.790, 0.332], [0.382, -0.807, -1.610], [-0.623, -0.124, -0.495], [1.433, 0.983, -2.553], [0.920, 1.929, -1.490], [-0.425, 2.267, -3.480], [-1.609, 1.532, -2.267], [0.250, 0.105, -4.530], [-0.965, -0.581, -3.373], [-2.919, 0.660, -4.271], [-2.210, -0.431, -5.514], [-2.439, 1.759, -6.690], [-1.697, 2.687, -5.352], [-0.574, 1.408, -6.500]],
  "lowdin_charge": [-0.033, 0.104, -0.149, -0.201, -0.335, -0.185, 0.173, -0.043, -0.204, -0.188, -0.109, -0.244, -0.265, -0.128, -0.061, 0.036, -0.005, 0.122, 0.232, 0.185, 0.118, 0.180, 0.218, 0.140, 0.071, 0.021, 0.155, 0.088, 0.150, 0.121, -0.012, 0.148, 0.098, 0.000, 0.155, 0.165, 0.142, 0.020, 0.121, 0.034, 0.119, 0.023, 0.025]
}

Entry 3:
{
  "formula": "C14H28N2O2Si",
  "method": "wB97M-V/def2-TZVPD",
  "total_charge": 0,
  "e_lumo_ev": -1.9,
  "elements": ["C", "Si", "C", "C", "C", "C", "C", "C", "C", "O", "C", "N", "C", "C", "N", "H", "H", "H", "H", "H", "H", "H", "H", "H", "H", "H", "H", "H", "H", "H", "H", "H", "H", "H", "H", "H", "C", "C", "C", "O", "H", "H", "H", "H", "H", "H", "H"],
  "coordinates": [[-4.468, 0.637, 2.599], [-3.401, 1.545, 1.344], [-3.925, 3.318, 1.098], [-3.445, 0.648, -0.281], [-1.593, 1.461, 1.979], [-0.551, 1.227, 1.116], [0.772, 1.123, 1.559], [1.830, 0.837, 0.542], [3.082, 0.146, 1.057], [2.765, -1.077, 1.722], [4.046, -0.154, -0.109], [3.325, -0.601, -1.288], [1.019, 1.255, 2.928], [-0.023, 1.496, 3.770], [-1.274, 1.595, 3.288], [-3.860, 0.065, 3.299], [-5.106, -0.060, 2.062], [-5.083, 1.318, 3.183], [-4.401, 3.748, 1.977], [-4.657, 3.341, 0.292], [-3.097, 3.970, 0.824], [-4.482, 0.620, -0.613], [-2.874, 1.151, -1.060], [-3.074, -0.370, -0.179], [-0.754, 1.095, 0.063], [1.367, 0.194, -0.208], [2.119, 1.772, 0.057], [3.584, 0.784, 1.794], [1.843, -1.310, 1.578], [4.639, 0.724, -0.360], [4.689, -0.960, 0.241], [2.549, -1.228, -1.073], [2.875, 0.180, -1.747], [2.016, 1.146, 3.322], [0.105, 1.594, 4.836], [-2.027, 1.769, 3.939], [0.380, -3.737, -4.114], [1.132, -2.453, -3.714], [2.630, -2.658, -4.023], [0.942, -2.178, -2.389], [0.740, -4.577, -3.514], [-0.691, -3.615, -3.934], [0.517, -3.989, -5.176], [0.779, -1.665, -4.428], [3.022, -3.474, -3.411], [3.180, -1.749, -3.774], [2.842, -2.904, -5.075]],
  "lowdin_charge": [-0.163, 0.569, -0.166, -0.169, -0.192, 0.019, -0.134, -0.096, -0.382, -0.016, -0.221, 0.015, 0.033, -0.019, 0.087, 0.027, 0.038, 0.031, 0.030, 0.040, 0.035, 0.045, 0.044, 0.054, 0.125, 0.123, 0.155, 0.132, 0.095, 0.113, 0.114, 0.044, 0.064, 0.128, 0.141, 0.161, -0.123, -0.717, -0.120, -0.359, 0.059, 0.050, 0.054, 0.099, 0.063, 0.037, 0.054]
}

Entry 4:
{
  "formula": "C14H28N3O2S",
  "method": "wB97M-V/def2-TZVPD",
  "total_charge": 1,
  "e_lumo_ev": -2.3,
  "elements": ["C", "C", "O", "C", "C", "N", "C", "C", "C", "C", "S", "C", "N", "C", "C", "H", "H", "H", "H", "H", "H", "H", "H", "H", "H", "H", "H", "H", "H", "H", "H", "H", "H", "H", "H", "H", "C", "C", "O", "N", "C", "H", "H", "H", "H", "H", "H", "H"],
  "coordinates": [[5.680, -0.442, -0.838], [4.924, 0.609, -1.642], [3.510, 0.574, -1.414], [3.133, 1.086, -0.160], [1.669, 1.355, -0.225], [0.707, 0.521, 0.166], [-0.536, 1.045, -0.092], [-1.806, 0.322, 0.183], [-2.374, -0.365, -1.084], [-3.768, 0.100, -1.472], [-3.920, 1.857, -1.882], [-0.299, 2.244, -0.659], [1.067, 2.419, -0.737], [1.761, 3.557, -1.358], [0.959, 4.850, -1.337], [6.573, -0.744, -1.385], [5.980, -0.081, 0.145], [5.048, -1.326, -0.737], [5.296, 1.618, -1.435], [5.039, 0.427, -2.709], [3.320, 0.370, 0.649], [3.677, 2.008, 0.074], [0.886, -0.381, 0.582], [-1.619, -0.459, 0.923], [-2.537, 1.012, 0.599], [-2.393, -1.447, -0.945], [-1.705, -0.165, -1.928], [-4.056, -0.409, -2.392], [-4.490, -0.160, -0.700], [-3.633, 2.365, -0.677], [-1.013, 2.956, -1.032], [2.709, 3.702, -0.842], [1.991, 3.279, -2.388], [0.932, 5.289, -0.341], [-0.060, 4.699, -1.690], [1.434, 5.546, -2.026], [-3.189, -3.005, 3.622], [-3.154, -3.099, 2.115], [-3.648, -2.234, 1.405], [-2.566, -4.194, 1.570], [-1.951, -5.319, 2.253], [-3.696, -2.084, 3.893], [-3.732, -3.847, 4.052], [-2.181, -2.994, 4.039], [-2.599, -4.213, 0.563], [-0.904, -5.420, 1.964], [-2.468, -6.246, 2.005], [-1.999, -5.178, 3.327]],
  "lowdin_charge": [-0.065, -0.243, -0.132, -0.133, -0.175, 0.215, -0.191, -0.123, -0.251, -0.558, 0.727, 0.043, 0.023, -0.139, -0.055, 0.082, 0.076, 0.084, 0.120, 0.124, 0.140, 0.133, 0.191, 0.109, 0.112, 0.099, 0.110, 0.074, 0.078, -0.158, 0.120, 0.123, 0.140, 0.091, 0.070, 0.091, -0.006, -0.547, 0.019, 0.010, -0.070, 0.084, 0.090, 0.084, 0.138, 0.083, 0.088, 0.072]
}

Entry 5:
{
  "formula": "C14H28N6O6SeTm",
  "method": "wB97M-V/def2-TZVPD",
  "total_charge": 1,
  "multiplicity": 3,
  "e_lumo_ev": [-4.7, -4.7],
  "s_squared": 2.071,
  "elements": ["O", "H", "Tm", "N", "N", "N", "N", "O", "O", "O", "O", "C", "C", "C", "C", "C", "H", "H", "H", "C", "H", "H", "H", "C", "C", "H", "H", "H", "H", "H", "H", "H", "H", "C", "H", "H", "H", "O", "H", "H", "C", "N", "C", "C", "N", "C", "C", "Se", "H", "H", "H", "H", "H", "H", "H", "H"],
  "coordinates": [[2.807, 2.105, 0.820], [3.654, 2.319, 0.384], [-0.116, 0.797, -0.629], [-0.480, -1.484, -1.109], [0.631, 0.156, -2.718], [-0.799, 0.097, 1.432], [-0.009, 2.532, 0.922], [-1.228, -2.279, -0.371], [-1.008, -1.203, 1.829], [0.805, 3.639, 0.884], [0.993, 1.125, -3.470], [0.568, -1.130, -3.184], [-0.031, -2.039, -2.275], [-1.160, 1.042, 2.337], [-0.739, 2.381, 2.043], [-0.320, -3.458, -2.600], [-1.314, -3.561, -3.062], [-0.304, -4.057, -1.683], [0.420, -3.851, -3.306], [1.011, -1.499, -4.548], [1.641, -0.706, -4.963], [0.151, -1.656, -5.216], [1.584, -2.433, -4.515], [-1.892, 0.729, 3.597], [-1.001, 3.501, 2.988], [-2.047, -0.349, 3.691], [-2.870, 1.235, 3.614], [-1.320, 1.085, 4.465], [-0.553, 4.422, 2.607], [-0.575, 3.276, 3.975], [-2.082, 3.651, 3.119], [-1.130, -1.723, 0.887], [1.742, 3.206, 0.887], [2.062, 0.932, -0.123], [1.730, 1.556, -0.987], [1.438, 0.469, 0.677], [2.860, 0.259, -0.432], [1.267, -2.623, 2.746], [0.440, -2.185, 2.429], [1.310, -3.453, 2.246], [-2.070, 0.561, -4.644], [-2.581, -0.098, -3.460], [-3.162, -1.352, -3.438], [-3.662, -1.539, -2.187], [-3.373, -0.408, -1.455], [-3.851, -0.143, -0.116], [-2.716, 0.504, -2.239], [-2.203, 2.234, -1.777], [-2.655, 0.232, -5.512], [-1.013, 0.312, -4.793], [-2.159, 1.642, -4.505], [-3.178, -1.985, -4.311], [-4.183, -2.374, -1.751], [-3.795, 0.935, 0.073], [-4.891, -0.484, -0.022], [-3.234, -0.661, 0.627]],
  "lowdin_spin": [-0.001, 0.000, 2.021, 0.077, -0.072, -0.004, 0.000, 0.058, -0.001, 0.001, -0.112, 0.063, -0.037, 0.002, 0.000, -0.009, -0.003, -0.001, -0.001, 0.013, 0.001, 0.005, 0.002, 0.000, 0.000, 0.000, 0.000, 0.000, 0.000, 0.000, 0.000, 0.000, 0.000, -0.001, 0.000, 0.000, 0.000, 0.000, 0.000, 0.000, 0.000, 0.000, 0.001, 0.000, 0.001, 0.000, 0.000, -0.005, 0.000, 0.000, 0.000, 0.000, 0.000, 0.000, 0.000, 0.000]
}

Entry 6:
{
  "formula": "C14H29AlBF5IN4O7S",
  "method": "wB97M-V/def2-TZVPD",
  "total_charge": -1,
  "e_lumo_ev": 1.3,
  "elements": ["C", "C", "N", "C", "O", "C", "C", "B", "C", "O", "C", "I", "C", "C", "H", "H", "H", "H", "H", "H", "H", "H", "H", "H", "H", "H", "H", "H", "H", "H", "H", "H", "C", "C", "O", "S", "O", "O", "O", "H", "H", "H", "H", "C", "C", "N", "H", "H", "H", "F", "F", "Al", "F", "F", "F", "C", "O", "N", "N", "H", "H", "H", "H"],
  "coordinates": [[-3.841, -1.599, -4.140], [-2.998, -1.647, -3.318], [-2.101, -1.635, -2.216], [-1.865, -0.177, -1.881], [-0.545, 0.002, -1.505], [-0.344, 0.591, -0.192], [-0.391, 2.113, -0.300], [-0.749, -2.187, -2.741], [0.371, -2.828, -1.863], [-0.521, -2.058, -4.098], [-2.764, -2.456, -1.113], [-4.787, -1.729, -0.645], [-2.867, -3.972, -1.450], [-1.873, -4.873, -0.654], [-4.682, -1.321, -4.719], [-2.028, 0.391, -2.802], [-2.556, 0.232, -1.138], [-1.020, 0.196, 0.569], [0.665, 0.313, 0.110], [0.010, 2.581, 0.593], [0.182, 2.383, -1.192], [-1.426, 2.402, -0.508], [0.487, -3.894, -2.058], [0.247, -2.611, -0.801], [1.304, -2.345, -2.165], [-0.378, -1.115, -4.263], [-2.137, -2.373, -0.228], [-3.846, -4.311, -1.136], [-2.832, -4.182, -2.525], [-1.003, -5.169, -1.234], [-1.599, -4.383, 0.280], [-2.415, -5.773, -0.360], [1.245, 6.537, 0.093], [1.414, 6.838, 1.566], [0.081, 6.851, 2.087], [-0.822, 5.791, 1.278], [-0.856, 4.572, 1.982], [-1.984, 6.459, 0.817], [0.185, 5.583, 0.034], [0.937, 7.427, -0.462], [2.148, 6.126, -0.352], [1.900, 7.794, 1.743], [1.971, 6.046, 2.074], [2.271, -1.966, -5.300], [2.983, -1.351, -6.422], [3.541, -0.871, -7.301], [2.785, -2.874, -4.990], [2.235, -1.274, -4.461], [1.259, -2.218, -5.598], [-5.616, 0.003, 0.974], [2.563, 3.130, 2.737], [1.813, 1.846, 3.607], [0.495, 1.242, 2.691], [1.267, 2.426, 5.115], [2.961, 0.586, 3.863], [2.347, -2.057, 6.549], [1.202, -1.966, 6.155], [3.325, -1.164, 6.229], [2.756, -3.091, 7.366], [4.268, -1.242, 6.555], [3.075, -0.386, 5.630], [2.066, -3.769, 7.624], [3.692, -3.193, 7.707]],
  "lowdin_charge": [0.178, -0.201, -0.094, -0.144, -0.130, -0.206, -0.049, -0.493, 0.043, 0.143, -0.601, 1.121, -0.280, -0.087, 0.060, 0.154, 0.135, 0.134, 0.122, 0.059, 0.082, 0.086, 0.074, 0.084, 0.082, 0.130, 0.093, 0.049, 0.113, 0.051, 0.081, 0.071, -0.175, -0.165, -0.185, 0.605, -0.189, -0.222, -0.199, 0.128, 0.134, 0.131, 0.133, -0.073, -0.277, 0.121, 0.089, 0.081, 0.066, -0.922, -0.214, -0.112, -0.176, -0.196, -0.200, -0.687, 0.035, 0.159, 0.124, 0.086, 0.075, 0.088, 0.076]
}